Record 1
C3H5N2O2 | ωB97M-V/def2-TZVPD

Gap between HOMO and LUMO (spin up / spin down) = 7.5 / 7.5 eV
Total charge = +1
E_tot = -376.8065 a.u.
Energy relative to the best compared isomer or geometry (same formula, charge and spin) = 144.1 kcal/mol

XYZ file:
```
12
Properties=species:S:1:pos:R:3:lowdin_charge:R:1
C 0.846 -0.957 -0.042 -0.066
C -0.002 1.432 -0.415 0.170
C -1.193 -0.267 0.644 -0.058
N 1.483 -1.046 -1.020 -0.050
N -0.001 -1.003 0.968 0.095
O 2.347 -1.204 -1.792 0.139
O -0.596 1.105 0.681 0.019
H 0.748 2.099 -0.505 0.099
H -0.200 1.123 -1.418 0.126
H -1.633 -0.307 -0.439 0.190
H -1.997 -0.157 1.404 0.166
H 0.197 -0.817 1.934 0.169
```

---

Record 2
C15H18BF2INO6 | ωB97M-V/def2-TZVPD

Gap between HOMO and LUMO = 7.1 eV
Total charge = -1
E_tot = -1611.1471 a.u.

XYZ file:
```
44
Properties=species:S:1:pos:R:3:lowdin_charge:R:1
C 0.506 -2.184 -1.623 -0.072
C 1.543 -1.327 -0.884 -0.166
C 1.126 0.101 -0.680 -0.084
C 1.886 1.191 -0.856 -0.204
C 3.313 1.141 -1.291 -0.648
I 3.400 1.873 -3.332 0.845
C 4.327 1.868 -0.414 -0.305
C 5.773 1.639 -0.860 -0.137
C 1.237 2.523 -0.630 -0.359
O 1.848 3.502 -0.258 0.098
C -0.216 2.580 -0.880 0.055
C -0.988 1.521 -0.632 -0.085
C -2.488 1.567 -0.834 -0.173
N -3.269 0.486 -0.248 -0.093
C -4.307 -0.074 -1.109 -0.125
C -0.268 0.302 -0.156 -0.274
O -0.749 -0.511 0.595 0.147
H 0.424 -1.877 -2.666 0.078
H -0.464 -2.157 -1.139 0.068
H 0.845 -3.219 -1.622 0.076
H 2.466 -1.366 -1.456 0.098
H 1.711 -1.773 0.099 0.134
H 3.635 0.108 -1.366 0.058
H 4.113 2.929 -0.388 0.092
H 4.189 1.456 0.589 0.125
H 6.072 2.396 -1.583 0.052
H 5.913 0.659 -1.315 0.069
H 6.446 1.735 -0.009 0.069
H -0.629 3.529 -1.200 0.134
H -2.840 2.507 -0.399 0.121
H -2.650 1.647 -1.916 0.119
H -2.675 -0.259 0.078 0.066
H -5.156 -0.388 -0.506 0.070
H -4.663 0.680 -1.813 0.065
H -3.959 -0.931 -1.695 0.075
B -1.949 -3.132 4.064 -1.054
O -2.536 -1.879 4.642 0.202
C -3.469 -1.404 3.844 -0.421
O -4.129 -0.417 4.025 0.114
C -3.575 -2.346 2.624 -0.419
O -4.328 -2.209 1.694 0.104
O -2.701 -3.315 2.780 0.201
F -2.170 -4.207 4.911 0.139
F -0.595 -2.968 3.816 0.140
```

---

Record 3
H27O14 | ωB97M-V/def2-TZVPD

Gap between HOMO and LUMO = 9.1 eV
Total charge = -1
E_tot = -1069.4464 a.u.
Energy relative to the best compared isomer or geometry (same formula, charge and spin) = 151.0 kcal/mol

XYZ file:
```
41
Properties=species:S:1:pos:R:3:lowdin_charge:R:1
O 0.418 -0.227 -2.478 -0.003
H -0.107 2.847 -1.414 -0.062
O 0.038 2.577 0.126 -0.296
H 0.761 0.543 -2.909 0.043
H -2.220 4.181 -0.678 -0.142
O 1.334 -2.549 -0.963 -0.059
H -2.253 3.096 0.187 0.055
H 0.701 2.253 1.402 0.035
O 0.828 1.646 2.343 -0.159
H 1.248 4.454 1.875 0.142
H 1.718 1.459 2.199 -0.036
O 2.285 4.244 1.677 -0.083
H 0.140 -0.930 4.129 0.012
H 0.360 0.917 0.004 0.051
O 0.723 -0.032 -0.051 -0.052
H 0.362 4.092 -2.083 0.099
H -0.859 -3.694 -1.635 0.001
O -0.491 -0.279 4.472 -0.129
H 1.812 -1.834 -3.503 0.099
H 0.506 -0.531 0.643 -0.020
O -2.804 3.688 -0.388 0.019
H 1.453 -2.916 -1.876 0.063
H -2.977 0.088 1.066 -0.034
O 2.652 -2.449 -3.605 -0.042
H 3.231 -2.166 -3.007 -0.052
H 1.489 -1.668 -0.758 -0.004
O 0.182 -4.650 -0.629 -0.027
H 0.727 -3.958 -1.151 0.036
H 0.551 -4.685 0.128 -0.073
O -1.096 -3.035 -2.362 -0.123
H -0.110 0.575 4.009 0.061
H -3.035 -0.074 2.498 0.005
O -0.075 3.151 -2.365 -0.178
H -1.800 -3.206 0.898 0.096
H -0.858 -2.205 -1.827 0.049
O -3.081 0.566 1.817 0.007
H 2.545 3.572 2.221 -0.049
H 0.236 0.064 -1.663 -0.085
O -2.657 -2.759 1.331 -0.101
H 0.795 3.077 0.155 -0.083
H -2.675 -3.244 2.165 0.021
```

---

Record 4
C2H7N3O2 | ωB97M-V/def2-TZVPD

SMILES string = [H]/N=N/N.CC(=O)O
Gap between HOMO and LUMO = 10.5 eV
E_tot = -395.0878 a.u.
Energy relative to the best compared isomer or geometry (same formula, charge and spin) = 73.6 kcal/mol

XYZ file:
```
14
Properties=species:S:1:pos:R:3:lowdin_charge:R:1
H -1.824 -0.474 -2.465 0.098
N -1.113 0.220 -2.167 0.011
N -1.514 1.222 -1.542 -0.149
N -0.614 2.072 -1.166 0.043
H -0.932 2.614 -0.443 0.067
H 0.468 1.810 -1.222 0.177
C 1.062 -0.992 1.673 0.010
C 0.252 -0.444 0.454 -0.573
O -0.833 0.031 0.520 0.048
O 0.860 -0.688 -0.748 -0.005
H 1.618 -1.794 1.247 0.056
H 1.775 -0.224 2.139 0.104
H 0.490 -1.252 2.553 0.069
H 0.211 -0.290 -1.477 0.045
```